No. 1
102
Properties=species:S:1:pos:R:3:lowdin_charge:R:1 method="wB97M-V/def2-TZVPD" total_charge=+1 lumo_ev=-2.49 orbital_gap_ev=9.981 e_tot_ev=-94886.7877
H -0.49 -3.97 -1.37 0.100
C -0.69 5.04 0.96 0.050
N 1.65 -0.37 -1.62 -0.029
H 3.80 -0.02 -4.74 0.044
C -11.18 -4.86 4.62 0.055
N -9.83 -4.26 4.45 -0.440
H -5.81 5.97 2.36 0.087
H 11.08 1.32 -6.92 0.102
O 5.33 -0.89 -3.21 0.009
N 6.47 -1.22 -3.51 -0.413
H -1.13 3.11 6.60 0.100
H -1.09 5.48 0.06 0.109
H 4.84 -4.01 -1.79 0.089
H 0.05 -1.01 1.97 0.115
H 2.37 -0.11 -5.83 0.103
O -4.43 -2.72 3.89 0.064
C -5.30 6.89 2.60 0.049
H 6.01 -5.28 -2.26 0.111
C 2.57 0.65 -2.14 -0.147
C -1.26 3.16 5.53 0.057
C 10.98 0.51 -7.63 0.055
H 3.03 1.15 -0.07 0.092
O -8.91 -4.80 5.05 0.067
N -5.37 -2.22 3.31 -0.438
H 0.26 0.91 -0.58 0.119
C 5.13 -4.72 -2.55 0.043
H -2.02 0.47 2.19 0.072
C -0.08 -1.30 -0.52 -0.160
H 10.45 0.84 -8.52 0.103
H -0.98 -2.41 2.21 0.096
O -9.71 -3.29 3.74 0.061
O 1.08 3.51 0.78 0.057
C 0.55 -0.09 -0.86 0.056
H 6.85 0.15 -5.03 0.097
C 0.75 -4.26 0.36 -0.239
O -5.79 2.82 5.26 0.075
H 2.14 2.39 -0.93 0.047
O 3.01 -5.57 -2.04 0.024
O 6.91 -2.33 -3.34 0.091
H 2.47 -2.22 -2.32 0.163
C -6.71 -2.84 3.49 0.035
O 10.61 -1.64 -6.84 0.093
H 8.30 -0.63 -4.34 0.083
H -4.26 3.92 2.69 0.060
N 0.69 -2.27 -1.12 0.018
H -0.10 -4.05 1.01 0.092
H 2.08 1.18 -2.95 0.128
C -1.29 -1.39 0.35 -0.601
H -2.91 -0.97 2.75 0.040
H 3.47 0.17 -2.50 0.081
O -1.46 5.41 6.03 0.104
H 11.94 0.07 -7.88 0.098
O -1.63 4.83 3.97 0.029
H 0.09 5.65 1.40 0.107
N -1.47 4.59 5.15 -0.437
H -5.69 2.82 2.68 0.107
H 4.00 -0.35 -6.49 0.106
C 2.92 1.65 -1.03 -0.049
O 0.89 -5.66 0.34 -0.031
O -5.28 -1.23 2.59 0.044
O 3.15 2.03 -7.06 0.088
C 0.51 -3.72 -1.04 -0.117
Cl -2.36 -2.75 -0.07 0.719
H -5.79 7.74 2.15 0.105
O 3.97 2.31 -5.09 0.055
O 9.02 -0.21 -6.65 0.028
O -0.85 2.91 0.09 0.034
O -3.62 5.74 1.49 0.018
H -4.15 2.25 3.35 0.090
C 3.42 0.16 -5.74 0.041
H 5.29 -4.24 -3.51 0.086
N 4.02 -5.70 -2.73 -0.428
H 1.64 -3.79 0.79 0.131
O -4.91 4.75 4.86 0.054
H -11.12 -5.89 4.27 0.103
H -1.48 4.84 1.67 0.051
C 1.71 -1.70 -1.77 0.013
N -0.10 3.73 0.59 -0.418
N -3.93 6.79 2.03 -0.420
H -2.13 2.61 5.20 0.088
O 4.17 -6.56 -3.55 0.111
C -1.92 -0.51 2.65 -0.089
H -1.52 -0.38 3.65 0.079
N 3.52 1.63 -5.99 -0.450
H 7.42 0.63 -3.41 0.112
H -11.42 -4.82 5.67 0.104
H 1.43 -5.93 -0.41 0.062
H -5.19 7.02 3.67 0.097
H 1.21 -4.22 -1.71 0.105
C -0.97 -1.38 1.85 -0.260
H 3.86 2.16 -1.25 0.088
H -0.37 2.82 5.00 0.100
N -5.19 3.60 4.55 -0.439
H -1.87 -0.50 0.10 0.108
H -6.94 -2.82 4.55 0.096
C 7.34 -0.18 -4.13 0.062
H -7.43 -2.28 2.91 0.085
C -4.78 3.12 3.21 0.052
O -3.18 7.73 2.19 0.096
H -11.88 -4.27 4.03 0.096
H -6.63 -3.87 3.15 0.105
N 10.14 -0.54 -6.99 -0.442

---

No. 2
80
Properties=species:S:1:pos:R:3:lowdin_charge:R:1 method="wB97M-V/def2-TZVPD" total_charge=+1 lumo_ev=-2.39 orbital_gap_ev=9.131 e_tot_ev=-59307.6595
H 0.37 -2.88 2.80 0.138
H 2.88 0.44 0.63 0.056
H -1.07 4.92 0.03 0.109
H 1.70 -1.64 1.27 0.093
H 1.01 -4.48 1.22 0.145
H 0.35 1.98 2.99 0.067
H -1.95 -4.12 -0.90 0.136
H -1.14 2.40 1.06 0.042
H -0.47 -4.35 0.42 0.123
H -2.55 -2.62 -1.74 0.140
H -0.58 -2.09 -6.57 0.089
C -0.41 -2.95 -1.84 -0.183
H 3.58 -1.82 -1.14 0.135
H 1.55 -0.12 1.67 0.057
H 1.52 -3.52 -0.63 0.148
H -0.63 -3.41 -2.80 0.144
O -0.74 -1.48 1.71 -0.339
H 0.36 -0.58 -6.71 0.094
H -1.22 5.48 4.29 0.096
H -1.77 -0.56 -2.52 0.135
H 0.86 -1.76 -2.75 0.141
H 1.15 -2.17 -6.71 0.090
C 2.86 -1.27 -0.54 -0.162
H 0.83 3.63 2.85 0.029
C -0.81 -1.09 -4.26 -0.184
O 0.29 0.25 0.11 -0.270
O 0.48 -1.27 -4.91 -0.180
H -1.77 -1.03 3.43 0.106
C 0.34 -1.58 -6.28 -0.099
N 0.94 -2.87 -0.13 -0.275
O 0.31 5.90 2.27 -0.017
H 1.50 1.16 -2.14 0.092
C -1.05 4.42 0.99 -0.080
C 2.11 2.05 1.63 -0.335
O -1.61 -0.27 -0.72 -0.165
O -1.83 -2.40 0.15 -0.434
C -0.73 -0.67 -2.84 -0.169
H 2.84 -2.97 0.74 0.148
H 2.69 0.09 -2.98 0.109
H 3.05 0.42 2.40 0.113
H -3.05 -3.73 1.02 0.107
C -0.86 0.60 -0.23 -0.596
C -1.47 1.95 0.12 0.034
H 0.58 5.58 3.14 0.073
H 1.76 2.60 3.73 0.087
H -3.87 -2.31 0.20 0.117
H -1.26 -3.43 2.32 0.125
H -1.20 2.72 -0.61 0.111
H -2.54 1.80 0.28 0.116
H -0.43 0.36 -2.65 0.135
C 1.21 2.61 2.79 -0.025
H -1.44 -1.98 -4.31 0.125
H 3.04 1.24 -1.57 0.107
H -0.70 3.92 3.68 0.058
C -1.77 -3.07 -1.12 -0.130
H 0.37 -3.41 -1.24 0.040
O 1.37 2.27 0.37 -0.088
H -2.43 4.60 3.38 0.096
H 3.60 -0.63 -0.06 0.113
N 0.11 -1.62 -2.08 -0.239
H -3.07 -2.13 1.78 0.102
H -1.52 0.25 2.33 0.106
C 2.37 0.51 -2.02 -0.020
C -1.02 -0.63 2.75 -0.075
C -0.37 -2.88 2.01 -0.081
H -1.39 -0.28 -4.70 0.136
C -1.36 4.77 3.48 -0.044
C 2.36 0.61 1.58 -0.075
H 0.72 1.58 0.22 -0.041
Ca -0.20 -1.24 -0.35 1.320
H -2.04 3.95 0.95 0.077
H -1.63 6.18 1.96 0.136
C -0.96 5.35 2.17 -0.532
O 1.83 -0.51 -1.16 -0.311
H 3.11 2.49 1.63 0.146
H -0.16 -0.32 3.33 0.102
H -0.28 3.67 1.16 0.037
C -3.05 -2.66 0.83 -0.015
C 2.11 -2.21 0.45 -0.115
C 0.29 -3.72 0.89 -0.102

---

No. 3
96
Properties=species:S:1:pos:R:3:lowdin_charge:R:1 method="wB97M-V/def2-TZVPD" total_charge=-1 lumo_ev=1.82 orbital_gap_ev=9.285 e_above_lowest_kcal_mol=35.3 e_tot_ev=-73415.4167
H 14.73 8.10 -24.83 0.116
O 12.21 12.00 -19.08 0.268
C 14.39 11.64 -19.39 -0.410
C 8.21 13.67 -12.50 -0.271
O 8.79 14.17 -11.33 -0.051
H 7.06 14.36 -14.21 0.119
H 7.01 7.08 -15.93 0.122
C 15.41 8.59 -26.80 -0.267
O 8.38 5.87 -14.98 -0.060
B 12.94 13.30 -18.89 -0.811
H 8.51 6.49 -14.26 0.088
C 16.56 19.85 -20.60 -0.217
H 12.82 6.88 -25.77 0.072
O 12.62 14.38 -19.86 0.234
O 16.25 4.08 -20.96 -0.068
O 15.38 10.91 -19.53 0.096
O 11.95 16.57 -19.75 0.086
C 12.47 15.21 -17.75 -0.379
C 10.61 20.05 -10.73 -0.236
O 7.87 6.18 -18.45 -0.075
C 17.80 2.37 -20.17 -0.225
H 18.26 14.01 -23.45 0.081
H 21.10 14.81 -21.47 0.081
O 12.23 16.02 -16.83 0.098
H 16.93 0.66 -20.75 0.078
H 17.90 2.42 -21.25 0.113
H 14.22 9.33 -28.06 0.083
H 6.74 5.08 -17.14 0.121
H 16.74 10.34 -11.68 0.080
H 21.25 12.07 -22.09 0.111
H 12.21 21.42 -10.15 0.111
O 12.83 13.98 -17.62 0.261
C 17.18 3.77 -19.92 -0.242
H 19.80 12.77 -21.47 0.112
H 10.75 22.15 -10.27 0.108
H 10.29 19.91 -9.69 0.118
C 7.95 6.56 -16.12 -0.278
O 11.70 21.93 -12.11 -0.056
H 7.69 12.72 -12.37 0.123
H 15.94 21.83 -19.89 0.115
O 14.94 8.70 -28.12 -0.055
C 12.28 15.48 -19.24 -0.359
C 11.34 21.42 -10.81 -0.259
H 15.77 9.54 -26.41 0.115
H 14.75 9.97 -10.81 0.064
H 16.25 7.89 -26.82 0.123
H 15.72 8.97 -12.97 0.127
C 14.32 8.17 -25.84 -0.219
H 18.49 20.13 -20.79 0.073
O 16.67 10.68 -12.57 -0.050
H 21.06 13.61 -23.95 0.106
O 21.60 13.99 -21.55 -0.062
C 14.35 10.58 -12.65 -0.248
H 8.81 6.31 -18.59 0.084
O 14.33 12.87 -19.07 0.268
C 15.63 10.03 -13.21 -0.271
H 13.35 13.89 -23.85 0.030
H 16.71 3.88 -18.95 0.114
C 20.13 13.30 -23.48 -0.225
H 16.51 21.34 -22.63 0.072
O 6.00 14.74 -12.47 -0.074
C 15.86 21.23 -20.79 -0.210
H 6.01 15.44 -11.81 0.080
H 11.85 19.18 -12.00 0.082
O 19.15 14.38 -23.53 -0.065
C 7.73 5.55 -17.17 -0.250
H 16.05 19.34 -19.78 0.115
O 13.99 9.98 -11.40 -0.074
O 11.47 18.99 -11.14 -0.057
H 13.26 13.78 -25.35 0.024
H 16.57 19.26 -21.51 0.115
H 14.81 21.18 -21.07 0.110
H 18.00 4.49 -19.93 0.112
H 8.67 7.33 -16.36 0.125
O 17.89 20.05 -20.05 -0.078
H 9.01 13.45 -13.20 0.115
C 12.99 11.09 -19.42 -0.451
H 7.63 15.64 -13.20 0.114
C 7.24 14.63 -13.17 -0.241
H 15.52 10.26 -14.26 0.129
H 14.33 11.67 -12.64 0.125
H 9.13 15.05 -11.51 0.086
H 8.37 4.67 -17.20 0.122
O 13.68 6.90 -26.19 -0.083
O 12.74 9.95 -19.83 0.099
C 20.69 13.00 -22.04 -0.249
H 16.09 5.03 -20.90 0.085
H 9.73 20.29 -11.33 0.111
O 16.60 21.89 -21.84 -0.096
H 12.59 21.60 -12.22 0.078
H 13.50 8.89 -25.84 0.114
H 18.73 2.23 -19.62 0.112
H 19.92 12.33 -23.93 0.110
H 13.51 10.25 -13.25 0.119
O 16.99 1.21 -19.97 -0.078
O 13.83 13.58 -24.61 -0.055